Computed, not measured: C13H17IrN2O4SSe3Te as an isolated structure, with the ωB97M-V functional and the def2-TZVPD basis.

Calculated values
Lowest unoccupied orbital energy (alpha / beta) (eV): 1.5 / 0.4
Energy above the lowest of the compared OMol25 structures with the same formula, charge and spin (kcal/mol): 30.7
Electronic energy (eV): -241932.6485
Highest occupied orbital energy (alpha / beta) (Eh): -0.179 / -0.179
Gap between HOMO and LUMO (alpha / beta) (eV): 6.342 / 5.293

```
! RIJCOSX wB97M-V def2-TZVPD def2/J DEFGRID3
* xyz -1 2
Ir 0.0676 0.0517 0.4070
Se 2.3971 -0.1455 -0.2020
Se 3.1669 1.9264 0.1772
Te 1.5055 3.4492 -0.0285
Se -0.0621 2.0520 -1.1954
O -0.4049 1.2978 3.6210
N -0.0802 2.0553 2.7315
O -0.3680 3.2388 2.7090
O 0.6753 1.5941 1.7448
S -4.6013 0.6199 1.0024
C -2.9971 0.4607 0.9457
N -1.8344 0.3438 0.9230
C -1.0724 -3.1909 -2.5607
C -2.2200 -2.3592 -1.9736
C -2.0227 -0.8800 -2.3127
C -2.3895 -2.6515 -0.4900
C -3.6079 -3.1541 -0.0542
C -3.7990 -3.5618 1.2532
C -2.7203 -3.5537 2.1167
C -1.4804 -3.0552 1.7311
C -0.3332 -3.1353 2.7294
C 0.8871 -3.8466 2.1353
C 0.0558 -1.7757 3.3136
C -1.3429 -2.5069 0.4430
O -0.1786 -1.8972 0.0791
H -0.9956 -3.0151 -3.6373
H -1.2421 -4.2563 -2.3927
H -0.1293 -2.9105 -2.0928
H -3.1475 -2.6773 -2.4583
H -1.0479 -0.5284 -1.9807
H -2.7878 -0.2593 -1.8416
H -2.0778 -0.7345 -3.3955
H -4.4317 -3.2247 -0.7565
H -4.7683 -3.9118 1.5854
H -2.8377 -3.9457 3.1217
H -0.6936 -3.7487 3.5614
H 1.3219 -3.2659 1.3223
H 0.6081 -4.8273 1.7435
H 1.6526 -3.9855 2.9039
H 0.4447 -1.1094 2.5443
H 0.8403 -1.8936 4.0661
H -0.7988 -1.2805 3.7724
*
```

***

Computed, not measured: one molecule with the formula C7H10N2, with the ωB97M-V functional and the def2-TZVPD basis.

Calculated values
Lowest unoccupied orbital energy (alpha / beta) (eV): -0.8 / -0.8
Energy above the lowest of the compared OMol25 structures with the same formula, charge and spin (kcal/mol): 124.6
Electronic energy (eV): -10396.2094
Highest occupied orbital energy (alpha / beta) (Eh): -0.282 / -0.282
Gap between HOMO and LUMO (alpha / beta) (eV): 6.866 / 6.851

```
! RIJCOSX wB97M-V def2-TZVPD def2/J DEFGRID3
* xyz 0 1
C 2.8474 -0.5774 -0.4406
C 0.7838 -0.5260 -0.1337
C 1.2745 0.7267 0.2031
C -0.7155 -0.5203 -0.0764
C -1.1562 0.7079 0.4880
C -1.1174 -1.9437 0.4918
C -1.6807 1.9374 -0.2434
N 1.7631 -1.3543 -0.4919
N 2.6360 0.6884 -0.0102
H 3.8266 -0.9400 -0.7029
H -1.1399 -0.4952 -1.1858
H -1.2789 0.5907 1.6054
H -0.8322 -2.7062 -0.1400
H -2.2249 -1.7805 0.4153
H -0.7838 -2.0583 1.4821
H -2.7544 2.0115 -0.2023
H -1.3841 1.8587 -1.3229
H -1.2952 2.9127 0.1983
H 3.2321 1.4678 0.0661
*
```